1.
# C3H6N4O

An isolated molecule of C3H6N4O in a non-equilibrium geometry (ωB97M-V/def2-TZVPD, the OMol25 dataset).

LUMO energy ... 0.0128 Ha
Structure (SMILES) ... [H]/N=c1/ncn(O)n1C
ΔE to the lowest compared entry with this formula, charge and spin ... 118.8 kcal/mol
2S+1 ... 1
HOMO ... -8.89 eV

Cartesian coordinates (Å):
C  -0.461  1.981  0.190
C  0.832  -1.343  0.360
C  -1.024  -0.391  -0.135
H  -1.199  2.508  -0.281
H  0.577  2.571  0.366
H  -1.034  1.941  1.272
H  2.844  0.684  0.008
H  1.686  -2.083  0.578
H  -2.817  0.533  -0.103
N  -0.216  0.595  -0.233
N  1.072  0.065  0.382
N  -0.333  -1.717  -0.052
N  -2.348  -0.429  -0.144
O  2.079  0.345  -0.501


2.
# C19H17N5OS2

An isolated molecule of C19H17N5OS2 in a non-equilibrium geometry (ωB97M-V/def2-TZVPD, the OMol25 dataset).

LUMO energy ... 0.0110 Ha
Structure (SMILES) ... Cc1cccc(C)c1Nc1nnc(SCc2nc3ccccc3c(=O)[nH]2)s1
ΔE to the lowest compared entry with this formula, charge and spin ... 12.7 kcal/mol
2S+1 ... 1
HOMO ... -8.11 eV

Cartesian coordinates (Å):
C  -3.068  -0.739  -2.224
C  -3.139  0.353  -1.202
C  -3.197  1.680  -1.610
C  -3.286  2.704  -0.688
C  -3.329  2.416  0.665
C  -3.264  1.105  1.110
C  -3.155  0.078  0.166
N  -3.057  -1.264  0.615
C  -1.885  -1.931  0.587
N  -1.662  -3.054  1.190
N  -0.432  -3.515  1.010
C  0.314  -2.766  0.285
S  1.975  -3.176  -0.035
C  2.416  -2.016  -1.398
C  2.529  -0.621  -0.884
N  1.595  0.210  -1.165
C  1.633  1.461  -0.603
C  0.567  2.336  -0.835
C  0.572  3.586  -0.260
C  1.635  3.996  0.544
C  2.689  3.144  0.786
C  2.697  1.867  0.223
C  3.785  0.932  0.502
O  4.768  1.145  1.175
N  3.596  -0.317  -0.092
H  4.292  -1.024  0.115
H  3.520  3.432  1.413
H  1.626  4.982  0.982
H  -0.257  4.256  -0.433
H  -0.251  2.000  -1.452
H  3.365  -2.393  -1.777
H  1.646  -2.069  -2.165
S  -0.493  -1.297  -0.293
H  -3.693  -1.561  1.343
C  -3.297  0.784  2.574
H  -3.247  1.694  3.164
H  -4.219  0.260  2.833
H  -2.459  0.145  2.850
H  -3.405  3.216  1.386
H  -3.330  3.730  -1.023
H  -3.178  1.903  -2.667
H  -3.405  -1.686  -1.810
H  -3.686  -0.487  -3.084
H  -2.043  -0.863  -2.574


3.
# C3H7BrClN

A cluster of 2 separate species, C3H7BrClN in total in a non-equilibrium geometry (ωB97M-V/def2-TZVPD, the OMol25 dataset).

LUMO energy (alpha / beta) ... 0.0199 / -0.1186 Ha
<S²> ... 2.01
2S+1 ... 3
HOMO (alpha / beta) ... -5.07 / -10.36 eV

Cartesian coordinates (Å):
C  -0.246  1.645  -0.810
C  -0.743  -0.825  -0.315
C  0.201  0.328  -0.232
N  1.306  0.102  0.269
Cl  2.477  1.332  0.418
Br  0.836  -3.207  2.682
H  0.209  2.535  -0.341
H  0.035  1.823  -1.832
H  -1.261  1.716  -0.735
H  -0.347  -1.779  -0.242
H  -1.490  -0.841  -1.120
H  -1.439  -0.722  0.510
H  0.461  -2.109  1.748


4.
# C2HNO5S

The ion C2HNO5S with charge -2 in a non-equilibrium geometry (ωB97M-V/def2-TZVPD, the OMol25 dataset).

LUMO energy ... 0.2383 Ha
ΔE to the lowest compared entry with this formula, charge and spin ... 36.0 kcal/mol
2S+1 ... 1
HOMO ... 0.38 eV
Charge ... -2

Cartesian coordinates (Å):
C  -0.026  1.761  1.115
C  -0.182  -1.098  2.492
N  -0.986  -0.260  -0.882
O  -0.588  2.387  1.955
O  0.021  -2.074  3.239
O  0.826  1.876  0.284
O  -1.408  -0.985  1.899
O  0.608  -0.224  2.114
S  -1.412  0.207  0.545
H  0.105  -0.144  -1.134


5.
# C18H35AlAsF6N3O4S3Si3

A structure of composition C18H35AlAsF6N3O4S3Si3 (ωB97M-V/def2-TZVPD, the OMol25 dataset).

LUMO energy ... -0.1936 Ha
ΔE to the lowest compared entry with this formula, charge and spin ... 0.0 kcal/mol
2S+1 ... 1
HOMO ... -14.70 eV
Charge ... +2

Cartesian coordinates (Å):
Al  -0.609  0.104  -0.349
F  1.720  -1.857  2.555
C  0.880  -1.307  3.422
F  1.393  -0.195  3.907
F  0.583  -2.152  4.378
S  -0.677  -0.846  2.527
O  -0.148  0.021  1.411
O  -1.559  -0.185  3.412
N  -1.129  -2.232  1.954
S  -1.933  -2.469  0.644
O  -1.793  -1.284  -0.279
O  -1.669  -3.723  0.047
C  -3.737  -2.388  1.071
F  -3.982  -1.200  1.605
F  -4.422  -2.537  -0.044
F  -4.003  -3.346  1.926
N  0.715  -3.183  -1.884
C  1.344  -2.219  -1.246
S  1.063  -0.542  -1.715
N  2.221  -2.481  -0.300
C  2.615  -3.811  0.098
C  1.692  -4.642  0.716
C  2.085  -5.919  1.089
C  3.387  -6.341  0.857
C  4.301  -5.495  0.245
C  3.917  -4.221  -0.147
H  0.066  -2.959  -2.620
H  0.886  -4.155  -1.656
H  2.708  -1.690  0.099
H  0.684  -4.298  0.914
H  1.376  -6.578  1.570
H  3.691  -7.335  1.156
H  5.315  -5.826  0.067
H  4.618  -3.557  -0.636
C  -3.422  3.427  -3.576
Si  -3.006  1.786  -2.815
C  -4.459  0.924  -2.032
C  -2.109  0.643  -3.981
As  -1.465  2.242  -1.012
Si  -2.475  3.353  0.888
C  -3.409  4.805  0.204
C  -3.606  2.134  1.718
C  -1.037  3.853  1.958
Si  0.465  3.519  -1.707
C  -0.049  5.300  -1.605
C  0.877  3.000  -3.444
C  1.810  3.090  -0.490
H  -4.058  3.269  -4.450
H  -2.526  3.953  -3.913
H  -3.963  4.076  -2.886
H  -5.223  0.759  -2.797
H  -4.919  1.502  -1.232
H  -4.173  -0.053  -1.637
H  -2.833  0.248  -4.699
H  -1.659  -0.209  -3.466
H  -1.327  1.148  -4.546
H  -4.281  4.496  -0.372
H  -2.798  5.461  -0.415
H  -3.773  5.393  1.051
H  -4.423  1.822  1.069
H  -4.051  2.631  2.585
H  -3.089  1.251  2.091
H  -0.428  4.623  1.480
H  -0.395  3.012  2.221
H  -1.425  4.275  2.888
H  -0.925  5.513  -2.219
H  0.772  5.919  -1.976
H  -0.256  5.613  -0.581
H  0.096  3.284  -4.150
H  1.062  1.929  -3.545
H  1.791  3.520  -3.744
H  1.537  3.350  0.534
H  2.712  3.653  -0.745
H  2.072  2.031  -0.523


6.
# C2H5NO4

A cluster of 2 separate species, C2H5NO4 in total (ωB97M-V/def2-TZVPD, the OMol25 dataset).

LUMO energy ... 0.0174 Ha
Structure (SMILES) ... O=CNC(=O)O.O
ΔE to the lowest compared entry with this formula, charge and spin ... 22.5 kcal/mol
2S+1 ... 1
HOMO ... -10.51 eV

Cartesian coordinates (Å):
O  -1.401  1.080  -1.226
C  -1.064  0.943  -0.087
N  -0.805  -0.288  0.522
C  -0.541  -1.515  -0.075
O  -0.330  -1.430  -1.386
O  -0.491  -2.530  0.571
H  -0.896  1.776  0.610
H  -0.873  -0.358  1.525
H  -0.168  -2.337  -1.686
H  2.014  0.884  0.027
H  2.641  2.191  0.520
O  1.914  1.583  0.685


| no. | E (a.u.) |
| --- | --- |
| 1 | -412.01960 |
| 2 | -1879.66552 |
| 3 | -3207.22801 |
| 4 | -905.94083 |
| 5 | -6312.31587 |
| 6 | -434.95820 |